Computed, not measured: a molecular structure, C6H12O, with ωB97M-V/def2-TZVPD.

HOMO energy = -0.360 Eh
frontier orbital gap = 10.786 eV

Each line ends with the natural charge from an NBO analysis.
Element x y z (Å)
C1 -0.3977 -2.2699 -1.3195  -0.558
C2 -0.2144 -0.8819 -1.9314  -0.432
C3 0.4273 0.0906 -0.9435  -0.419
C4 -0.2807 0.4735 0.3276  0.038
C5 0.1970 1.7866 0.8378  -0.172
C6 0.5953 1.8852 2.0231  -0.423
H1 -1.1323 -2.3643 -0.3473  0.196
H2 0.7027 -2.6653 -0.5339  0.162
H3 -0.1730 -3.0285 -1.8757  0.202
H4 -1.1043 -0.6150 -2.3542  0.211
H5 0.3277 -0.9369 -2.9855  0.212
H6 0.5178 1.0819 -1.5829  0.204
H7 1.4844 -0.0761 -0.7363  0.226
H8 -1.4816 0.5670 0.0621  0.144
H9 -0.7463 -1.0603 0.8397  0.450
H10 -0.0142 2.9066 0.0423  0.210
H11 0.5500 1.2710 3.0883  0.241
H12 0.8897 2.8756 2.2323  0.193
O1 -0.2227 -0.5575 1.2734  -0.684